Record 1
Density functional theory data (ωB97M-V/def2-TZVPD) for 2 unconnected molecules or ions with the total composition C2H5NOS at a distorted geometry.

Geometry as XYZ:
```
10
Properties=species:S:1:pos:R:3:forces:R:3:mulliken_charge:R:1
H 0.549279 0.098401 -2.182254 0.6 0.8 1.1 0.2568
N 0.799885 0.767190 -1.400177 -0.8 -0.6 -1.0 -0.6196
C 0.257443 0.375361 -0.317148 0.2 -0.1 -1.9 0.3567
C 0.391184 1.147528 0.935985 -0.3 -0.4 -0.2 -0.7713
H -0.241549 -0.601596 -0.329701 -0.1 0.4 0.5 0.0905
H 0.725842 2.212055 0.708408 -0.7 -1.4 0.6 0.2642
H 1.211127 0.536785 1.357429 -0.3 0.7 0.9 0.2151
H -0.589176 0.955372 1.476537 1.4 0.9 -0.1 0.2659
O -1.054912 -2.468687 -0.626751 -1.4 -1.0 1.3 -0.3418
S -2.049124 -3.022408 0.377673 1.3 0.7 -1.3 0.2835
```
Forces are in eV/Å.

For the energy relative to the best compared isomer or geometry (same formula, charge and spin), the calculation gives 79.8 kcal per mole. For the HOMO energy (alpha / beta), the calculation gives -9.52 / -9.55 eV. For the total energy, the calculation gives -607.27966 Ha. The calculation puts the molar mass at 91.1 g mol⁻¹. As for the max |F|: 0.04098 Eh/bohr. Its SMILES is [H]/N=C/C.O=S. As for the total charge: 0.

Record 2
Density functional theory data (ωB97M-V/def2-TZVPD) for 5 unconnected molecules or ions with the total composition C29H67BrO6Si at a distorted geometry.

Geometry as XYZ:
```
104
Properties=species:S:1:pos:R:3:forces:R:3:mulliken_charge:R:1
C -0.962340 -2.252920 -5.511813 -0.2 0.1 0.3 -1.1172
C -2.223979 -2.319144 -4.645383 0.1 0.3 -0.2 -0.3418
C -1.970904 -1.964248 -3.175015 0.0 -0.6 -0.3 -0.3610
Br -3.588747 -2.459362 -2.163157 0.0 0.3 0.0 -0.1456
Si -0.481140 -2.831823 -2.347639 0.2 0.0 0.6 0.4328
C 0.820672 -1.582913 -1.795512 -0.3 -0.1 -0.9 0.0781
C 1.184962 -0.539353 -2.864090 -0.2 0.2 0.5 -0.5835
C 1.844333 0.700917 -2.236404 -0.6 -0.2 -0.6 -0.9999
C 0.756299 1.647397 -1.735600 0.3 0.0 0.0 0.3591
C 1.268636 2.825294 -0.902009 0.1 -0.3 0.2 -1.1412
C 0.467317 3.083711 0.380587 0.2 0.5 -0.4 -0.2160
C -1.047625 3.099746 0.199066 -0.3 -0.1 0.5 -0.3482
C -1.813313 2.697263 1.462150 -0.3 0.0 -0.5 -0.9052
O -1.227090 1.568388 2.122846 0.3 -0.3 -0.4 -0.3021
C -1.186463 0.423612 1.385756 1.7 -1.5 0.3 0.8107
C -2.451504 -0.032546 0.688552 0.5 0.6 0.2 -1.1981
O -0.158148 -0.258382 1.355855 -2.0 1.5 0.2 -0.5737
H -0.371569 -3.157940 -5.441450 0.1 -0.1 0.0 0.3260
H -0.338798 -1.419339 -5.195335 0.1 0.1 -0.1 0.2020
H -1.242876 -2.082740 -6.545278 0.1 -0.1 -0.2 0.4089
H -2.926229 -1.588904 -5.044343 -0.2 0.0 0.0 0.3510
H -2.707496 -3.286421 -4.731273 0.0 -0.2 0.1 0.2398
H -1.908680 -0.884261 -3.101102 0.1 0.2 0.2 0.4465
H 0.099103 -3.868031 -3.229690 -0.1 0.0 -0.2 -0.2504
H -0.980095 -3.527172 -1.140627 0.0 0.0 0.0 -0.2086
H 1.720976 -2.114957 -1.499141 0.1 -0.1 0.3 0.3669
H 0.396462 -1.086429 -0.924984 0.1 0.0 0.3 -0.3266
H 0.263948 -0.187668 -3.332301 0.0 0.0 -0.3 0.0450
H 1.791813 -0.977989 -3.650968 0.2 -0.1 -0.1 0.5020
H 2.415893 1.211569 -3.009031 0.4 0.1 0.1 0.3697
H 2.486324 0.380856 -1.420985 0.3 0.1 0.1 0.4406
H 0.223015 2.020273 -2.609278 -0.2 0.0 -0.1 0.2748
H 0.047797 1.053408 -1.162701 -0.1 -0.1 0.2 -0.3777
H 1.341409 3.725874 -1.507459 -0.1 0.1 -0.1 0.4025
H 2.291474 2.595179 -0.606679 0.2 0.1 0.1 0.4849
H 0.787387 2.376557 1.136723 -0.2 -0.3 0.1 -0.0873
H 0.744899 4.070248 0.751927 0.2 0.0 0.2 0.5140
H -1.380172 4.105302 -0.052965 -0.1 0.1 -0.1 0.3846
H -1.402361 2.459143 -0.603454 0.2 -0.2 -0.2 0.2191
H -2.837611 2.440012 1.198161 -0.2 0.2 0.0 0.3117
H -1.854425 3.527265 2.155997 0.2 -0.1 0.5 0.4642
H -3.338967 0.406227 1.129918 -0.1 -0.1 0.1 0.4118
H -2.399118 0.303872 -0.344100 -0.1 -0.1 -0.2 0.2320
H -2.475695 -1.111777 0.718643 -0.1 -0.2 -0.1 0.4388
C 2.844001 -1.487914 5.112968 0.1 0.1 0.0 -0.8364
C 1.415253 -1.215949 5.549229 -0.1 -0.1 -0.1 -0.3918
O 1.263251 -0.043222 6.326612 0.0 0.0 0.1 -0.4547
C 1.662008 1.164281 5.702162 0.1 0.1 -0.1 -0.5347
C 0.924351 1.458717 4.408424 0.1 -0.1 0.1 -0.6068
H 3.503151 -1.551469 5.980690 0.0 0.0 0.0 0.3216
H 2.897696 -2.429102 4.564288 0.0 0.0 0.0 0.4597
H 3.226926 -0.701974 4.460132 0.0 0.0 -0.1 0.1213
H 1.066816 -2.028698 6.186907 0.0 0.0 0.0 0.3625
H 0.749042 -1.189320 4.679528 0.0 0.0 0.0 0.2099
H 2.746578 1.169115 5.537246 0.0 0.0 0.0 0.2527
H 1.455110 1.945896 6.433700 0.0 0.0 0.0 0.3763
H 1.114778 0.707687 3.641888 0.0 0.0 0.0 0.0497
H 1.240007 2.423545 4.008205 0.0 0.0 0.0 0.3949
H -0.150622 1.489341 4.578833 0.0 0.0 0.0 0.2763
C 6.821682 -0.763830 4.623676 0.1 -0.1 0.0 -1.0551
C 6.257861 -0.809460 3.213538 -0.1 0.0 0.1 -0.2211
O 7.193516 -1.225962 2.236183 0.0 0.1 -0.1 -0.4483
C 7.730868 -2.523603 2.406250 0.0 -0.1 0.0 -0.3436
C 6.691955 -3.632204 2.394547 -0.1 0.1 0.0 -0.9457
H 7.691386 -0.106831 4.664059 0.0 0.0 0.0 0.3348
H 6.069003 -0.389561 5.318498 0.0 0.0 0.0 0.3606
H 7.130873 -1.749662 4.973463 -0.1 0.0 0.0 0.2667
H 5.953026 0.193490 2.914054 0.0 0.0 -0.1 0.3277
H 5.358934 -1.434604 3.173764 0.0 0.0 0.1 0.2222
H 8.335607 -2.572417 3.319043 0.0 0.0 0.0 0.2876
H 8.416202 -2.659073 1.569613 0.0 0.0 0.0 0.3441
H 5.991955 -3.547811 3.226937 0.0 0.0 0.0 0.2157
H 7.181793 -4.603235 2.471917 0.0 0.0 0.0 0.3846
H 6.115462 -3.604779 1.469076 0.0 0.0 0.0 0.2727
C -4.412922 -8.557368 -2.628777 -0.1 0.0 0.0 -1.1349
C -3.790819 -7.172229 -2.672466 0.0 0.0 0.1 -0.2465
O -4.304983 -6.340030 -3.694485 0.1 0.0 -0.1 -0.4115
C -5.692474 -6.064312 -3.635901 -0.1 0.0 0.0 -0.3813
C -6.135554 -5.378120 -2.355263 0.1 0.0 0.1 -0.7638
H -4.292697 -9.060997 -3.588791 0.0 0.0 0.0 0.2942
H -3.929956 -9.158388 -1.857790 0.0 0.0 0.0 0.3985
H -5.478804 -8.521734 -2.399931 0.0 0.0 0.0 0.2743
H -2.725450 -7.258418 -2.886657 0.0 0.0 0.0 0.3450
H -3.875860 -6.678615 -1.697723 0.0 0.0 0.0 0.2904
H -6.275065 -6.977146 -3.807112 0.0 0.0 0.0 0.3204
H -5.884072 -5.407070 -4.484351 0.0 0.0 0.0 0.3422
H -5.983394 -6.006994 -1.476841 -0.1 0.0 0.0 0.2757
H -7.197194 -5.134502 -2.408038 0.0 0.0 0.0 0.3990
H -5.565724 -4.460795 -2.212392 -0.1 0.0 0.0 -0.0496
C -3.694508 9.188846 -0.791621 0.0 0.0 -0.1 -1.0431
C -2.783604 8.317927 0.055836 0.0 0.1 0.1 -0.3795
O -2.314290 7.156886 -0.605817 0.0 -0.2 0.0 -0.3687
C -1.550617 7.375999 -1.778626 0.1 0.0 -0.1 -0.3175
C -0.286477 8.186945 -1.550190 0.0 0.0 0.1 -1.0998
H -4.550275 8.614052 -1.147533 0.0 0.0 0.0 0.2939
H -4.061110 10.028734 -0.201135 0.0 0.0 0.0 0.3869
H -3.179531 9.597536 -1.661845 0.0 0.0 0.0 0.2675
H -3.335685 7.947656 0.919558 0.0 0.0 0.0 0.3295
H -1.943376 8.902402 0.446696 0.0 0.0 0.0 0.3139
H -2.169223 7.833912 -2.558387 0.0 0.0 0.0 0.3073
H -1.279948 6.382305 -2.136920 -0.1 0.0 0.0 0.3477
H -0.503751 9.198235 -1.204805 0.0 0.0 -0.1 0.3016
H 0.277232 8.269297 -2.479716 0.0 0.0 0.0 0.3902
H 0.344293 7.706802 -0.800824 0.0 0.0 0.0 0.2807
```
Forces are in eV/Å.

For the HOMO energy, the calculation gives -9.37 eV. For the total energy, the calculation gives -4460.01166 Ha. The calculation puts the molar mass at 619.8 g mol⁻¹. As for the max |F|: 0.04910 Eh/bohr. Its SMILES is CC[C@@H](Br)[SiH2]CCCCCCCCOC(C)=O.CCOCC.CCOCC.CCOCC.CCOCC. As for the total charge: 0.

Record 3
Density functional theory data (ωB97M-V/def2-TZVPD) for C23H26N4O4S2 in the gas phase.

Geometry as XYZ:
```
59
Properties=species:S:1:pos:R:3:forces:R:3:mulliken_charge:R:1
C -5.229603 -4.345857 -2.966084 -0.1 0.0 0.0 -0.7230
O -4.283582 -3.416695 -2.506808 0.2 0.2 0.1 -0.3006
C -4.731242 -2.675649 -1.397354 0.1 0.1 0.1 -0.6886
C -3.627415 -1.706572 -0.991920 -0.3 -0.2 -0.1 0.0980
C -4.041942 -0.873842 0.219965 -0.4 -0.4 -0.4 -2.0079
N -2.991573 0.046550 0.612227 0.1 0.1 0.1 0.1485
C -1.967911 -0.352241 1.406959 0.6 0.1 0.4 0.4987
S -1.996158 -2.001381 2.003254 -0.1 -0.4 0.2 -0.1193
C -0.665140 -1.991547 3.248617 -0.2 0.0 -0.3 -0.8738
C 0.700743 -2.351016 2.659438 -0.4 0.3 0.2 0.6974
O 1.190169 -3.445433 2.830053 0.1 -0.3 0.0 -0.6546
N 1.245414 -1.320577 1.977888 0.0 0.4 0.0 0.1593
C 2.469740 -1.262816 1.306689 0.3 -0.1 -0.1 0.6097
C 2.809287 -0.064226 0.682494 0.0 -0.3 0.1 -0.4144
C 4.000889 0.070197 0.001021 0.1 0.1 -0.1 -0.7791
C 4.884200 -1.003878 -0.069225 -0.4 0.0 0.2 0.8447
N 6.108518 -0.939723 -0.742885 0.2 -0.4 0.0 -0.1628
C 6.662086 0.101743 -1.429872 0.4 -0.3 -0.1 0.8011
C 8.014555 -0.256538 -2.015035 -0.1 0.2 -0.1 -1.3098
O 6.149074 1.188278 -1.565857 -0.1 0.3 0.0 -0.6154
C 4.544408 -2.201679 0.556651 0.1 0.3 -0.1 -0.8681
C 3.352504 -2.336649 1.238578 -0.1 -0.1 0.1 -0.5167
N -0.975395 0.406890 1.767103 0.0 -0.2 0.2 -0.3625
C -0.984017 1.671794 1.305748 -0.5 0.4 -0.4 0.3585
S 0.273242 2.811787 1.674629 -0.4 0.0 -0.2 -0.2566
C -0.551068 4.003279 0.727474 -0.3 -0.3 0.0 0.3165
C -1.703460 3.551749 0.168350 0.4 0.4 0.2 -0.1935
C -1.976630 2.200404 0.488139 0.5 -0.3 0.4 -0.2967
C -3.074805 1.362360 0.086795 0.2 0.1 0.1 0.5225
O -4.009450 1.678962 -0.615929 -0.2 0.1 -0.2 -0.6810
C -2.350851 4.610178 -0.658366 -0.1 0.0 -0.1 -0.4234
C -1.562038 5.881573 -0.267507 0.0 0.0 0.0 -0.6360
C -0.234119 5.412619 0.372329 0.2 0.2 0.0 -0.4410
H -6.154514 -3.848746 -3.285074 0.0 0.0 0.0 0.2969
H -5.476610 -5.080278 -2.188883 0.0 0.0 0.0 0.2957
H -4.779029 -4.854125 -3.815739 -0.1 -0.1 0.0 0.2537
H -4.967292 -3.352449 -0.559711 0.0 0.0 -0.1 0.3613
H -5.648140 -2.121566 -1.655274 0.0 -0.1 0.0 0.3674
H -3.413289 -1.046096 -1.833233 0.0 0.0 0.0 0.2443
H -2.726827 -2.280299 -0.768126 0.0 0.0 0.0 0.3229
H -4.282237 -1.520387 1.067893 -0.1 0.1 0.0 0.5037
H -4.911399 -0.261422 -0.034075 0.1 -0.1 0.2 0.5538
H -0.661970 -1.007457 3.713790 0.0 -0.1 0.1 0.3895
H -0.951587 -2.760967 3.964964 0.1 0.1 -0.1 0.4319
H 0.673144 -0.476288 1.917023 0.0 -0.3 0.1 -0.0793
H 2.130652 0.774757 0.736850 -0.1 0.1 0.0 0.0685
H 4.253782 1.001042 -0.477087 0.0 0.0 0.0 0.5302
H 6.645121 -1.795767 -0.707507 0.0 0.2 -0.1 0.1815
H 8.409240 0.602181 -2.549790 0.0 0.0 0.0 0.3547
H 8.706652 -0.532597 -1.222054 0.1 -0.1 0.0 0.3253
H 7.917027 -1.092795 -2.704382 0.0 -0.1 0.0 0.3256
H 5.223631 -3.041605 0.508991 0.1 -0.1 0.0 0.2851
H 3.101380 -3.267387 1.718534 0.0 0.0 0.0 0.5401
H -3.416743 4.697664 -0.452515 0.0 0.0 -0.1 0.2991
H -2.237672 4.372826 -1.718597 -0.1 0.0 0.0 0.2412
H -1.386783 6.526362 -1.126031 0.0 0.1 0.0 0.3197
H -2.133881 6.447949 0.467717 0.0 0.0 0.0 0.2931
H 0.045623 6.015715 1.236626 0.0 0.1 0.0 0.3007
H 0.593270 5.449696 -0.341885 0.0 0.1 0.0 0.2632
```
Forces are in eV/Å.

For the energy relative to the best compared isomer or geometry (same formula, charge and spin), the calculation gives 0.0 kcal per mole. For the HOMO energy, the calculation gives -7.84 eV. For the total energy, the calculation gives -2208.48123 Ha. The calculation puts the molar mass at 486.6 g mol⁻¹. As for the max |F|: 0.01535 Eh/bohr. Its SMILES is COCCCn1c(SCC(=O)Nc2ccc(NC(C)=O)cc2)nc2sc3c(c2c1=O)CCC3. As for the total charge: 0.

Record 4
Density functional theory data (ωB97M-V/def2-TZVPD) for C2H2Cl2F2 in the gas phase at a distorted geometry.

Geometry as XYZ:
```
8
Properties=species:S:1:pos:R:3:forces:R:3:mulliken_charge:R:1
F 1.146754 -0.617334 1.250687 -1.8 -0.7 -0.2 -0.2701
C -0.175818 -0.593690 0.696401 3.9 2.5 -3.3 0.0317
Cl -0.683649 -2.126296 0.116814 0.0 0.3 0.3 -0.0951
C 0.181560 0.676435 -0.587454 -4.4 -2.1 2.6 0.1247
F -0.783895 1.700349 -0.386965 1.6 -1.0 0.1 -0.2548
Cl -0.028625 0.098613 -2.158859 0.4 -0.3 -0.9 -0.1106
H -0.795457 -0.056273 1.336240 -1.3 0.2 1.4 0.2996
H 1.139130 0.918196 -0.266865 1.7 1.1 0.0 0.2745
```
Forces are in eV/Å.

For the energy relative to the best compared isomer or geometry (same formula, charge and spin), the calculation gives 31.2 kcal per mole. For the HOMO energy, the calculation gives -10.64 eV. For the total energy, the calculation gives -1197.47210 Ha. The calculation puts the molar mass at 134.9 g mol⁻¹. As for the max |F|: 0.10999 Eh/bohr. Its SMILES is F[C@H](Cl)[C@H](F)Cl. As for the total charge: 0.